Here is C4H5ClO2S in the gas phase from OMol25. Energies are from ωB97M-V/def2-TZVPD.

## Properties
DFT total energy: -1164.21810 Eh
ΔE to the lowest compared entry with this formula, charge and spin: 39.93 kcal/mol
net charge: 0
molecular weight: 152.6 g/mol
LUMO level: 0.278 eV
structure (SMILES): O=C[C@@]1(O)[C@@H](S)[C@@H]1Cl
2S+1: 1

The geometry in XYZ format:
```
13
Properties=species:S:1:pos:R:3:forces:R:3
Cl -2.51160 0.08626 0.08014 0.78 0.35 0.08
S 1.65118 1.32757 1.17808 -0.26 -0.14 0.85
O 1.56195 0.19320 -1.83368 -0.78 -2.05 0.27
O -0.31832 -2.06051 0.23493 1.32 0.92 0.11
C 1.11960 -0.87654 -1.39868 1.47 1.57 0.10
C -0.78305 0.42195 -0.19472 0.62 -0.39 -1.14
C 0.28889 0.25300 0.82697 -1.11 -0.77 0.26
C 0.14638 -0.82811 -0.24870 0.17 0.00 -0.29
H -0.14226 -0.21755 1.71756 0.47 0.38 0.03
H 1.96648 1.57617 -0.06590 0.21 0.17 -0.94
H -1.13181 -2.19550 -0.21119 -1.50 -0.59 -0.54
H -0.56791 1.12404 -1.03157 -0.45 -0.54 0.80
H 1.57398 -1.87799 -1.73981 -0.94 1.08 0.41
```
Forces are in eV/Å.

=====

Here is C2H4N4 in the gas phase from OMol25. Energies are from ωB97M-V/def2-TZVPD.

## Properties
DFT total energy: -297.56309 Eh
ΔE to the lowest compared entry with this formula, charge and spin: 50.96 kcal/mol
net charge: 0
molecular weight: 84.1 g/mol
LUMO level: 0.576 eV
structure (SMILES): Cn1cnnn1
2S+1: 1

The geometry in XYZ format:
```
10
Properties=species:S:1:pos:R:3:forces:R:3
N -1.56992 1.03550 -0.71294 0.00 0.33 -0.19
N 0.32398 0.18372 -0.23272 -0.21 0.15 0.56
N -0.54513 1.20728 0.00692 -0.48 0.03 -0.14
N -1.43117 -0.07078 -1.49150 0.17 0.09 -0.49
C 0.85181 -0.17653 1.10710 0.23 -0.17 -0.04
C -0.27145 -0.57827 -1.18978 -0.19 0.04 -0.10
H 1.50610 0.62312 1.44729 0.07 -0.13 -0.10
H -0.03457 -0.18260 1.73656 0.25 -0.24 0.31
H 1.34460 -1.14609 1.16670 0.04 0.15 -0.44
H 0.16903 -1.35099 -1.80312 0.14 -0.25 0.63
```
Forces are in eV/Å.